1.
# C4H4NO6S

An isolated ion of composition C4H4NO6S and charge -1 (ωB97M-V with the def2-TZVPD basis set, OMol25).

The geometry in XYZ format:
```
16
Properties=species:S:1:pos:R:3:forces:R:3
C 0.110897 -0.571753 -0.594126 2.413 -1.348 0.682
C 0.473335 0.753074 -0.529266 -0.002 1.209 0.028
C -1.237598 -0.908724 -0.645167 0.031 0.650 -0.414
C -1.842823 1.352201 0.177466 0.620 1.144 0.271
N -2.146261 0.108446 -0.431597 2.089 -0.726 -0.804
O 2.712625 2.277849 -0.026946 -0.783 -0.821 0.032
O 1.552757 0.933351 1.816311 2.472 0.513 -0.923
O 2.946476 -0.177497 0.216019 -0.043 1.228 -0.711
O 1.014356 -1.660488 -0.426235 -0.052 0.145 0.056
O -1.721630 -2.214248 -0.754467 -0.933 2.248 -0.231
O -2.385071 2.426403 0.031640 0.355 -1.878 -0.077
S 2.048229 1.016296 0.206731 -0.234 -1.593 1.817
H -3.029677 -0.292615 -0.411204 -2.476 -0.089 0.165
H 1.991432 -1.355565 -0.146569 -2.482 0.239 -0.668
H -1.115852 -2.713497 -0.248139 1.309 -1.282 0.821
H 0.628805 1.026767 1.765550 -2.286 0.361 -0.043
```
Forces are in eV/Å.

E   -1059.11610 Ha
Frontier orbital gap (alpha / beta)   6.4 / 6.8 eV
Charge   -1
Highest occupied orbital energy (alpha / beta)   -3.29 / -3.57 eV

These are the Mulliken partial charges, in e, on atoms 1 to 5: C 1.202; C -1.210; C -0.105; C 0.026; N 0.091

2.
# C4H4NOS

A 2-piece molecular cluster, C4H4NOS overall (ωB97M-V with the def2-TZVPD basis set, OMol25).

The geometry in XYZ format:
```
11
Properties=species:S:1:pos:R:3:forces:R:3
C -0.043928 -1.707322 0.085986 0.530 -1.376 0.888
C 1.901139 0.904959 0.497604 -1.206 0.954 2.018
C -1.419514 0.350943 -0.115395 0.203 2.119 -0.553
C -0.314777 -0.517972 -0.514479 0.274 -0.368 -0.446
N 0.170541 -2.705984 0.686951 -0.200 0.711 -0.595
O 1.442104 1.340750 1.499034 0.865 -1.055 -2.090
S 2.772972 0.586788 -0.771091 0.454 -0.049 -0.076
H -2.066764 -0.202387 0.606442 -0.162 0.909 -0.816
H -1.887976 0.836887 -1.146083 0.343 -1.086 2.892
H -0.830942 1.186564 0.434684 -1.906 -0.445 -0.427
H 0.277146 -0.073226 -1.263655 0.804 -0.315 -0.796
```
Forces are in eV/Å.

E   -682.98050 Ha
Frontier orbital gap   4.9 eV
Charge   -1
Highest occupied orbital energy   -1.80 eV

These are the Mulliken partial charges, in e, on atoms 1 to 5: C 0.503; C 0.650; C -0.630; C -1.008; N -0.702

3.
# C4H4O

An isolated molecule of C4H4O (ωB97M-V with the def2-TZVPD basis set, OMol25).

The geometry in XYZ format:
```
9
Properties=species:S:1:pos:R:3:forces:R:3
C -1.262342 0.375638 -0.260866 0.019 -0.120 -0.272
C -0.206842 -0.152712 -0.950054 -0.021 0.117 0.325
C 1.009649 -0.493760 -1.075520 -0.285 0.075 0.044
C 1.531587 -0.446076 0.274887 0.002 0.000 0.229
O 0.989011 0.210394 1.206476 -0.113 -0.074 -0.216
H -1.422014 1.450856 -0.360274 0.051 -0.154 0.048
H -0.137358 0.391385 0.798174 0.316 -0.019 -0.011
H -2.156224 -0.216668 -0.070405 0.131 0.083 -0.070
H 2.425550 -1.008311 0.561450 -0.101 0.092 -0.077
```
Forces are in eV/Å.

SMILES string   C=C=C=CO
E   -229.88012 Ha
Frontier orbital gap   8.7 eV
Charge   0
Highest occupied orbital energy   -8.98 eV

These are the Mulliken partial charges, in e, on atoms 1 to 5: C -0.814; C 0.300; C -0.527; C 0.229; O -0.470

4.
# C4H4O

An isolated molecule of C4H4O (ωB97M-V with the def2-TZVPD basis set, OMol25).

The geometry in XYZ format:
```
9
Properties=species:S:1:pos:R:3:forces:R:3
O -1.379634 1.677299 0.806700 0.441 -0.018 -0.323
C -0.372568 1.607605 0.148021 -0.357 0.026 0.205
C -0.121983 -1.799460 -0.324713 0.082 0.145 0.069
C 0.364122 -0.652779 0.059131 -0.121 -0.050 -0.050
C 0.698163 0.574466 0.352392 -0.077 -0.239 -0.018
H -0.208172 2.280691 -0.714459 0.045 0.166 0.130
H -0.052895 -2.108613 -1.363737 0.022 0.016 0.134
H -0.625099 -2.455620 0.377302 0.125 0.016 -0.032
H 1.698067 0.876410 0.659366 -0.161 -0.063 -0.115
```
Forces are in eV/Å.

SMILES string   C=C=CC=O
E   -229.97111 Ha
Frontier orbital gap   10.7 eV
Charge   0
Highest occupied orbital energy   -9.80 eV

These are the Mulliken partial charges, in e, on atoms 1 to 5: O -0.426; C 0.103; C -0.607; C 0.198; C -0.397

Across the entries above, F_max takes the values 2.8 3.1 0.3 0.5 eV/A, respectively.
Across the entries above, energy above the lowest of the compared OMol25 structures with the same formula, charge and spin takes the values 106.96 53.30 92.76 35.67 kcal per mole, respectively.